# C21H23N3O13PS2TcTe

A molecular structure, C21H23N3O13PS2TcTe (ωB97M-V/def2-TZVPD, the Open Molecules 2025 dataset).

Geometry (Å):
Te (4.052, 2.137, -1.757)
Tc (-0.202, -0.098, 0.277)
S (1.592, -2.449, 1.871)
S (-1.698, -1.417, 2.745)
P (1.757, 1.844, -1.596)
O (2.293, -2.350, 3.112)
O (-2.683, 2.823, -0.839)
O (-1.704, -0.985, 1.269)
O (1.110, -1.088, 1.442)
O (0.268, 5.634, 4.252)
O (0.929, 3.008, -0.889)
O (1.308, 0.603, -0.777)
O (-3.056, -1.478, 3.191)
O (-0.747, -0.670, 3.511)
O (-1.521, 0.923, -0.709)
O (1.149, 1.701, -3.065)
O (2.266, -3.101, 0.771)
O (-1.388, 6.232, 2.833)
N (-0.144, -1.778, -1.027)
N (-0.288, 1.603, 1.431)
N (0.894, -3.405, -2.045)
C (0.439, -4.838, 2.047)
C (-0.551, 5.468, 3.331)
C (-0.471, 1.522, -4.801)
C (-0.984, -2.866, -1.053)
C (-0.343, -3.886, -1.681)
C (-1.128, -3.105, 2.585)
C (-0.515, -5.806, 2.316)
C (-0.476, 4.063, 2.667)
C (-1.293, 3.754, 1.581)
C (2.006, -4.184, -2.551)
C (0.393, 4.971, -2.214)
C (0.418, 3.100, 3.114)
C (-2.083, -4.080, 2.849)
C (0.486, 1.872, 2.484)
C (1.199, 4.413, -1.064)
C (-1.782, -5.426, 2.720)
C (0.151, -3.483, 2.178)
C (-0.257, 1.497, -3.306)
C (-1.884, 2.126, -0.271)
C (0.981, -2.147, -1.613)
C (-1.159, 2.525, 0.982)
H (1.859, -1.531, -1.697)
H (-0.555, 0.540, -2.873)
H (-3.066, -3.755, 3.155)
H (0.915, 4.872, -0.117)
H (1.430, -5.123, 1.725)
H (-0.071, 2.442, -5.225)
H (-0.669, 4.778, -2.064)
H (1.056, 3.337, 3.954)
H (-1.996, 4.487, 1.211)
H (0.025, 0.679, -5.283)
H (2.574, -4.591, -1.714)
H (0.541, 6.050, -2.271)
H (-2.537, -6.170, 2.937)
H (-1.966, -2.823, -0.618)
H (2.649, -3.544, -3.151)
H (2.274, 4.541, -1.211)
H (-1.538, 1.474, -5.022)
H (-0.262, -6.853, 2.211)
H (1.623, -4.990, -3.174)
H (-0.829, 2.280, -2.806)
H (-0.650, -4.891, -1.901)
H (1.149, 1.080, 2.801)
H (0.710, 4.531, -3.161)

As for the energy relative to the best compared isomer or geometry (same formula, charge and spin): 0.0 kJ/mol. As for the net charge: -1. As for the expectation value of S²: 3.766. As for the multiplicity: 4. The HOMO-LUMO gap (spin up / spin down) is 0.2684 / 0.2191 Eh.

***

# C21H23N3O2S

C21H23N3O2S in the gas phase in a non-equilibrium geometry (ωB97M-V/def2-TZVPD, the Open Molecules 2025 dataset).

Geometry (Å):
S (1.169, 0.313, -1.323)
O (1.897, 4.174, -1.035)
O (1.956, 2.136, 2.510)
N (0.611, -1.624, 0.509)
N (0.025, 2.989, -0.589)
N (0.990, 0.444, 1.381)
C (0.220, 0.132, 2.586)
C (-2.524, -1.284, 0.791)
C (0.440, -5.068, -0.608)
C (0.615, -3.944, 0.172)
C (1.330, 3.116, -0.873)
C (0.038, -2.549, -1.704)
C (0.061, -4.941, -1.936)
C (-0.928, 1.126, 2.810)
C (-0.840, 4.137, -0.472)
C (2.135, 1.812, -0.942)
C (-2.309, 0.514, 2.543)
C (-2.745, 0.606, -1.215)
C (-2.695, -1.685, -0.522)
C (-2.478, 0.064, 1.120)
C (0.906, -0.420, 0.303)
C (1.919, 1.452, 1.515)
C (-2.598, 1.003, 0.103)
C (-0.142, -3.682, -2.474)
C (2.888, 1.607, 0.365)
C (-2.797, -0.741, -1.529)
C (0.429, -2.668, -0.369)
H (-2.458, -0.332, 3.216)
H (-1.661, 4.076, -1.188)
H (3.517, 0.714, 0.300)
H (-0.240, 5.022, -0.681)
H (0.911, -4.025, 1.207)
H (-2.924, -1.054, -2.555)
H (-2.743, -2.737, -0.760)
H (0.594, -6.048, -0.180)
H (-0.897, 1.480, 3.841)
H (-0.081, -5.821, -2.545)
H (-2.604, 2.055, 0.354)
H (-2.833, 1.347, -1.997)
H (-0.777, 1.996, 2.170)
H (-0.446, -3.579, -3.506)
H (-2.441, -2.029, 1.569)
H (0.915, 0.174, 3.428)
H (3.519, 2.474, 0.567)
H (-0.153, -1.576, -2.128)
H (-3.068, 1.267, 2.775)
H (-0.151, -0.885, 2.473)
H (-0.398, 2.072, -0.533)
H (2.844, 1.911, -1.768)
H (-1.244, 4.214, 0.540)

As for the energy relative to the best compared isomer or geometry (same formula, charge and spin): 50.5 kJ/mol. Its SMILES is CNC(=O)[C@H]1CC(=O)N(CCCc2ccccc2)/C(=N/c2ccccc2)S1. The HOMO-LUMO gap is 0.3220 Eh.

***

# C21H23N4O5P

C21H23N4O5P in the gas phase in a non-equilibrium geometry (ωB97M-V/def2-TZVPD, the Open Molecules 2025 dataset).

Geometry (Å):
P (3.528, 0.217, -3.526)
O (0.015, -2.835, 4.506)
O (1.225, 2.440, -5.003)
O (-0.960, 3.026, -4.653)
O (-1.958, -1.956, 3.809)
O (4.528, 1.516, -3.967)
N (-3.305, 3.196, 2.314)
N (2.632, -1.289, -1.031)
N (2.735, -0.280, -5.030)
N (0.436, -0.451, 0.909)
C (-3.240, -3.913, 5.712)
C (1.120, -1.620, 0.996)
C (-0.661, 0.662, -4.916)
C (2.209, -2.005, 0.043)
C (1.490, 2.064, -2.541)
C (0.691, -1.954, 3.574)
C (-1.011, 2.143, 0.529)
C (-1.347, -2.911, 4.252)
C (-1.974, 3.526, 2.415)
C (0.833, 0.314, -0.185)
C (0.762, -2.633, 2.153)
C (2.189, 0.797, -2.300)
C (1.886, -0.116, -1.126)
C (0.115, 1.625, -0.394)
C (-0.148, 2.150, -4.845)
C (0.438, 2.482, -1.547)
C (-0.823, 3.080, 1.652)
C (-2.425, 1.751, 0.378)
C (1.746, 3.008, -3.768)
C (-2.205, -4.206, 4.525)
C (-3.421, 2.293, 1.284)
H (-1.670, 0.577, -5.393)
H (-0.650, 0.260, -3.860)
H (0.108, 0.071, -5.483)
H (-1.584, -5.120, 4.715)
H (-2.835, -4.432, 3.615)
H (-2.725, -3.169, 6.388)
H (2.891, -1.293, -5.052)
H (1.608, -3.386, 2.198)
H (-0.118, 3.440, -1.695)
H (-4.475, 1.917, 1.128)
H (-0.158, -3.198, 1.850)
H (1.171, 3.965, -3.608)
H (1.756, -1.889, 3.952)
H (-1.754, 4.271, 3.235)
H (-4.207, -3.488, 5.341)
H (2.818, 3.272, -3.936)
H (-3.491, -4.847, 6.290)
H (3.242, 0.095, -5.842)
H (0.297, -0.906, 3.571)
H (-2.725, 1.040, -0.430)
H (0.201, 3.445, 1.911)
H (2.717, -2.994, 0.220)
H (4.487, 2.250, -3.329)

Its SMILES is CCC(=O)OCCc1cnc2c(P(N)O)c(COC(C)=O)cc(-c3ccncc3)c2n1. The HOMO-LUMO gap is 0.2474 Eh.